[1]
{"formula": "C3H10NS", "method": "ωB97M-V/def2-TZVPD", "species": ["C", "H", "H", "N", "S", "H", "H", "H", "H", "H", "H", "C", "H", "C", "H"], "positions_angstrom": [[2.25678, -0.31888, -0.49398], [-3.80819, -0.16156, 0.43994], [3.16165, -0.14522, -0.98402], [1.94363, 0.90114, 0.27576], [-0.98155, 0.40169, 0.81337], [-2.86136, -1.17708, -0.84237], [-3.80110, 0.28159, -1.28392], [2.54391, 1.01144, 1.12744], [1.61643, -0.58674, -1.30604], [-1.58874, 1.13016, -1.43724], [2.38608, -1.27151, 0.07062], [-1.90120, 0.51631, -0.52822], [2.17479, 1.72323, -0.28214], [-3.23713, -0.10811, -0.52132], [0.84140, 1.07745, 0.48092]], "nbo_charge": [-0.447, 0.270, 0.228, -0.732, 0.036, 0.272, 0.237, 0.442, 0.241, 0.230, 0.249, -0.175, 0.426, -0.688, 0.411], "lumo_ev": [-4.232, -4.232], "orbital_gap_ev": [9.06, 9.06], "total_charge": 1, "spin_multiplicity": 1, "e_above_lowest_kcal_mol": 35.5, "homo_energy_ev": [-13.291, -13.291]}



[2]
{"formula": "C47H100Cl2FIN2O9PS", "method": "ωB97M-V/def2-TZVPD", "species": ["C", "C", "C", "N", "O", "O", "H", "C", "H", "H", "F", "H", "H", "I", "C", "H", "H", "C", "H", "H", "C", "H", "H", "H", "C", "C", "H", "H", "H", "O", "H", "H", "H", "H", "C", "C", "C", "C", "H", "H", "H", "H", "H", "H", "H", "H", "H", "H", "C", "H", "H", "H", "H", "H", "H", "H", "H", "H", "C", "H", "C", "H", "O", "H", "O", "H", "P", "H", "H", "H", "C", "H", "H", "C", "H", "H", "O", "C", "H", "H", "H", "C", "H", "C", "H", "H", "C", "C", "C", "H", "H", "C", "C", "H", "C", "H", "C", "H", "C", "H", "H", "H", "C", "C", "O", "C", "H", "H", "H", "C", "S", "H", "H", "H", "H", "H", "O", "C", "H", "Cl", "C", "H", "H", "H", "H", "C", "C", "H", "H", "H", "H", "H", "H", "C", "Cl", "C", "C", "N", "O", "H", "H", "H", "H", "C", "H", "H", "H", "H", "C", "H", "H", "H", "H", "H", "C", "C", "H", "C", "C", "C", "H", "H", "H", "H"], "positions_angstrom": [[-1.29359, -8.76774, 4.78488], [-6.96187, 5.32216, -1.29223], [-4.61958, -9.87834, 3.81762], [4.60764, 7.28242, -2.06311], [-2.56891, -9.09358, 2.70823], [-0.94301, 4.79591, 3.08030], [3.90116, 7.77079, -0.08817], [0.10113, -0.81720, 0.22918], [-3.44948, 3.15003, -0.16639], [3.59470, -2.05668, -1.39300], [1.33617, 1.38198, 2.40965], [-0.40244, -6.68742, -1.67008], [3.00957, 4.97475, 0.99099], [4.21714, -0.36059, -3.49029], [2.30781, 1.23512, -0.97451], [3.88505, 12.81352, -1.57336], [-2.85913, 3.25112, 4.54949], [-1.34236, 2.68746, -1.05438], [2.60603, -9.59792, -4.29113], [-1.44885, 0.98060, 2.69576], [-2.97320, 2.53485, 2.38879], [-2.68308, -10.85320, 3.79574], [-3.93015, 2.12695, 1.90702], [3.04008, -0.47322, 0.39196], [0.12432, -8.45896, -4.49998], [0.35165, 0.23661, 0.80118], [-5.10175, 4.34649, 4.41145], [-6.83129, 2.91343, 0.65823], [4.58918, 9.85536, -1.11971], [1.50626, 4.21998, 3.01358], [-0.39661, -9.20422, 4.33863], [-2.84941, 0.39177, -1.22283], [-1.70965, 4.14203, 0.54692], [1.74238, 13.78074, 0.07625], [-3.30295, -10.22791, 3.14476], [-0.41976, 2.51693, 1.46718], [3.14298, -1.06673, -1.72275], [2.53894, -8.51173, -4.41216], [-6.25601, 5.20417, 1.33549], [-8.60942, 3.26777, 0.70137], [1.71295, 6.42814, -2.55429], [-7.32308, 2.84058, 4.86132], [8.30937, -7.72350, -3.85026], [3.03378, -5.23450, -1.75675], [4.81687, 6.21547, -0.21991], [-3.06754, -7.69403, 4.15100], [-2.97549, 3.63436, 2.15377], [-0.05000, -10.34711, -3.46528], [-0.06427, -9.96647, -4.48978], [7.11645, -5.79302, -2.81157], [-0.98965, -8.00016, 5.50106], [4.91544, 6.46854, -2.59807], [6.95065, -6.07969, 0.90631], [-1.80175, -9.55778, 5.33992], [1.71557, -5.22818, -2.94637], [0.07568, -8.06387, -5.52019], [1.98547, -8.52845, -6.51829], [-0.70065, -7.99676, -3.95166], [0.37436, 4.47593, 0.01013], [1.66421, 3.56138, -1.48389], [5.93712, -7.08950, -0.70928], [-8.92075, 5.19789, -0.24793], [2.42378, 5.81168, -2.29565], [-2.16574, 1.09761, 0.95246], [1.31903, -8.03140, -3.86355], [-1.63108, -7.37092, 3.20137], [-0.06915, 3.56468, 3.03058], [-0.11717, -1.91232, 0.04812], [-1.86685, -5.91066, -1.10695], [-7.82628, 5.51632, 2.22922], [2.91832, 4.65665, -0.08639], [-8.92915, 2.53303, 2.91039], [2.16592, 13.23360, 1.71115], [-7.82513, 2.72052, 2.69826], [5.01724, -7.21113, -0.13253], [2.71757, -7.02380, -5.96748], [2.38395, 11.44597, -1.16124], [-5.54138, 3.52922, 3.76266], [-3.50992, -10.82378, 2.25285], [4.40985, 0.35814, -0.62994], [-7.36536, 5.92796, -2.17427], [1.68375, 3.64312, -0.34418], [3.66368, 11.51412, -2.72546], [-1.75188, 1.68032, 1.84188], [0.72701, -10.48007, -5.03956], [8.08150, -8.05151, -2.13162], [4.78198, 10.92457, -1.00046], [3.32914, 0.05362, -0.56365], [-2.18250, -8.16510, 3.71008], [4.50121, 2.42074, 0.46655], [6.13266, -4.99139, -0.23395], [2.63895, 6.03082, -0.88883], [1.14369, -4.53730, -0.98386], [-5.24616, -9.28447, 3.14729], [2.16967, 11.66940, 0.22487], [6.10579, -6.61546, -3.98174], [6.58787, -6.73196, -3.00793], [3.96816, 7.87629, -2.59561], [2.75132, -8.11123, -5.86225], [2.78902, 10.98757, 0.81801], [6.49936, -8.02195, -0.59533], [1.37581, -3.49002, -1.20298], [2.38940, 13.11158, 0.64846], [-2.99507, 2.68778, -1.08582], [-0.25812, -4.68397, -1.15735], [-4.84101, 2.16451, 4.17583], [1.13100, 11.39706, 0.42594], [-1.03063, -7.47260, 0.61383], [-7.93040, 6.77016, 0.08620], [-7.90245, 5.64968, -0.05500], [3.44213, 2.19592, 1.32671], [5.74935, 11.15778, -1.44991], [-7.02638, 4.22331, -1.59284], [-1.01785, -10.23367, -4.95009], [-5.24137, 1.33090, 3.50654], [3.72230, -8.46661, -6.21597], [5.54436, -6.91598, -2.06279], [6.71612, -5.91197, -0.14775], [3.88690, 4.27862, -0.54408], [-0.78353, 3.33757, -2.65877], [-0.56194, -6.49482, 0.48290], [3.41955, 13.43278, 0.48632], [-4.46998, -9.29358, 4.72772], [-7.34137, 1.68921, 2.62833], [7.65737, -5.75478, -0.67685], [3.68172, 11.74092, -1.65672], [-7.63722, 3.42898, 1.27741], [-5.16036, -10.78698, 4.09014], [-2.77569, 1.39048, 4.33637], [1.44274, 0.87889, -1.60257], [2.04268, 3.56531, 3.51390], [-5.09483, 1.84106, 5.24106], [-5.88162, 5.64093, -1.14894], [-0.83987, 3.47418, 0.22948], [-3.55016, 3.71543, -2.52805], [4.04942, 6.86246, -0.76667], [-7.38168, 5.00040, 1.32625], [0.76507, 1.61614, 1.14432], [-0.20221, 2.70179, 4.44738], [-7.53287, 4.50823, 4.10493], [7.02609, -8.82549, -3.30926], [-4.39504, 1.03287, -0.52912], [-4.11930, 1.15322, -2.34011], [-0.79142, -5.98244, -0.92836], [1.41342, -4.70134, 0.06591], [1.86940, 6.68453, -0.38338], [1.78778, -6.48227, -1.71380], [3.34147, -8.08322, -3.80647], [-3.60464, 1.23812, -1.32961], [2.04233, -1.21655, -1.96664], [0.53386, 5.21097, 0.86998], [-0.98493, -5.80173, 1.21568], [0.14453, 3.29627, 5.15719], [2.94702, 1.87404, -1.67534], [-7.14242, 3.46467, 3.92278], [-3.26392, 2.35432, 3.97288], [-5.34820, 3.81704, 2.68608], [1.96618, -5.42310, -1.90115], [1.84763, 2.18491, 0.27534], [7.55791, -7.89917, -3.07768], [4.85528, 11.12488, 0.07075], [0.08766, 5.15852, -0.86016], [-1.07858, 1.57666, -1.06820], [0.50108, -6.60116, 0.71048]], "lowdin_charge": [-0.078, -0.143, -0.080, -0.011, -0.169, -0.259, 0.112, 0.237, 0.079, 0.055, -0.048, 0.102, 0.109, 0.764, -0.199, 0.107, 0.110, -0.572, 0.109, 0.126, -0.196, 0.107, 0.109, 0.094, -0.277, -0.036, 0.121, 0.100, 0.047, -0.168, 0.083, 0.075, 0.149, 0.084, -0.278, -0.255, -0.633, -0.268, 0.100, 0.108, 0.111, 0.111, 0.080, 0.073, 0.114, 0.107, 0.101, 0.083, -0.076, 0.106, 0.077, 0.073, 0.079, 0.067, 0.089, 0.108, 0.066, 0.111, -0.143, 0.108, -0.278, 0.102, -0.059, 0.109, -0.185, 0.099, 0.672, 0.109, 0.122, 0.106, -0.161, 0.113, 0.079, -0.200, 0.116, 0.081, -0.168, -0.205, 0.119, 0.070, 0.078, -0.263, 0.118, -0.126, 0.067, 0.067, -0.073, -0.353, -0.282, -0.041, 0.074, -0.329, -0.292, 0.082, -0.285, 0.116, -0.279, 0.072, -0.076, 0.102, 0.108, 0.080, -0.079, -0.633, -0.173, -0.206, 0.116, 0.080, 0.104, -0.257, 0.880, 0.083, 0.071, 0.079, 0.109, 0.078, -0.181, -0.079, 0.107, 0.632, -0.076, 0.066, 0.065, 0.098, 0.067, -0.277, -0.208, 0.079, 0.108, 0.112, 0.059, 0.121, 0.060, -0.224, 0.534, -0.221, -0.216, -0.075, -0.141, 0.098, 0.083, 0.085, 0.078, -0.262, 0.107, 0.143, 0.068, 0.109, -0.130, 0.040, 0.122, 0.077, 0.117, 0.108, -0.204, -0.192, 0.080, -0.063, -0.456, -0.076, 0.068, 0.115, 0.082, 0.070], "lumo_ev": -4.258, "orbital_gap_ev": 6.65, "total_charge": 1, "spin_multiplicity": 1, "homo_energy_ev": -10.904}